No. 1
Molecular formula: C19H40N5O13S3
Method: DFT, ωB97M-V/def2-TZVPD

E_HOMO in eV: -11.2920
Largest force on an atom in eV Å⁻¹: 2.13
Frontier orbital gap in eV: 9.275
Energy relative to the best compared isomer or geometry (same formula, charge and spin) in kcal per mole: 9.3
Electronic energy in Eh: -3194.0304
Charge: +1

Last column: Mulliken charge in e.
Atoms and positions in Å:
1 C 6.673 -3.593 0.993  -0.72
2 O 5.303 -3.196 0.980  -0.37
3 C 5.016 -2.297 -0.081  -0.98
4 C 3.487 -2.133 -0.202  0.21
5 C 3.209 -1.453 -1.556  -0.80
6 C 1.771 -0.907 -1.764  0.04
7 C 1.105 -0.300 -0.521  -0.79
8 C -0.443 -0.124 -0.707  -1.42
9 C -1.179 -0.285 0.664  -0.12
10 C -2.134 -1.503 0.730  -0.95
11 C -1.660 -2.628 1.713  -0.90
12 N -1.831 -3.941 1.058  -0.09
13 C -2.740 -4.873 1.286  0.07
14 N -2.569 -5.912 0.454  -0.67
15 C -1.517 -5.580 -0.293  0.55
16 N -0.984 -6.301 -1.281  0.14
17 N -1.611 -7.553 -1.584  -0.77
18 N -1.009 -4.366 0.068  0.28
19 C 0.130 -3.664 -0.512  -1.07
20 H 7.230 -2.953 0.297  0.34
21 H 6.758 -4.639 0.677  0.24
22 H 7.111 -3.474 1.988  0.25
23 H 5.476 -2.594 -1.033  0.51
24 H 5.391 -1.311 0.242  0.36
25 H 3.061 -3.140 -0.122  -0.15
26 H 3.212 -1.497 0.644  0.22
27 H 3.357 -2.231 -2.320  0.37
28 H 3.988 -0.709 -1.756  0.42
29 H 1.171 -1.680 -2.261  0.43
30 H 1.857 -0.096 -2.497  -0.31
31 H 1.491 0.718 -0.401  0.37
32 H 1.235 -0.880 0.397  0.35
33 H -0.644 0.894 -1.050  0.62
34 H -0.837 -0.835 -1.443  0.62
35 H -0.480 -0.301 1.509  0.68
36 H -1.795 0.624 0.798  -0.02
37 H -3.153 -1.224 1.015  0.44
38 H -2.204 -1.950 -0.269  0.52
39 H -2.372 -2.659 2.539  0.31
40 H -0.631 -2.488 2.045  0.45
41 H -3.501 -4.796 2.049  0.40
42 H -0.207 -5.993 -1.838  0.21
43 H -2.557 -7.321 -1.894  0.26
44 H -1.155 -7.870 -2.437  0.28
45 H 0.886 -4.372 -0.859  0.44
46 H -0.240 -3.099 -1.371  0.52
47 H 0.602 -3.033 0.240  0.27
48 C 4.288 1.378 -6.763  -0.35
49 C 3.679 2.687 -6.310  -0.33
50 O 2.652 2.303 -5.385  -0.34
51 S 3.101 0.975 -4.612  1.31
52 O 3.653 1.340 -3.357  -0.56
53 O 2.061 0.018 -4.733  -0.57
54 O 4.302 0.557 -5.586  -0.34
55 H 3.666 0.887 -7.515  0.29
56 H 5.296 1.500 -7.152  0.31
57 H 3.258 3.259 -7.132  0.32
58 H 4.407 3.302 -5.776  0.29
59 C -1.799 4.092 4.563  -0.38
60 C -0.415 3.490 4.470  -0.41
61 O -0.517 2.516 3.424  -0.32
62 S -1.582 3.028 2.329  1.13
63 O -0.872 3.632 1.260  -0.62
64 O -2.530 1.984 2.122  -0.64
65 O -2.257 4.179 3.209  -0.09
66 H -2.483 3.440 5.112  0.30
67 H -1.794 5.077 5.022  0.31
68 H -0.098 3.021 5.398  0.31
69 H 0.324 4.236 4.170  0.31
70 C -6.482 7.711 2.872  -0.35
71 C -7.070 6.573 2.066  -0.33
72 O -6.042 5.574 2.048  -0.31
73 S -5.213 5.637 3.420  1.25
74 O -5.714 4.648 4.306  -0.60
75 O -3.832 5.723 3.106  -0.49
76 O -5.740 7.071 3.917  -0.32
77 H -5.788 8.305 2.274  0.28
78 H -7.246 8.360 3.292  0.31
79 H -7.332 6.868 1.053  0.31
80 H -7.948 6.148 2.558  0.30

***

No. 2
Molecular formula: C49H37IrN4Si
Method: DFT, ωB97M-V/def2-TZVPD

E_HOMO in eV: -7.1297
Largest force on an atom in eV Å⁻¹: 0.35
Frontier orbital gap in eV: 6.075
Electronic energy in Eh: -2502.3667
Charge: 0

Last column: Mulliken charge in e.
Atoms and positions in Å:
1 Ir 0.203 -0.066 -0.914  2.13
2 C 5.407 -5.093 1.656  -0.40
3 C 5.466 -4.613 0.356  -0.80
4 C 4.520 -3.702 -0.093  -0.05
5 C 3.503 -3.266 0.750  -0.61
6 C 3.454 -3.748 2.055  0.15
7 C 4.400 -4.656 2.506  -0.89
8 C 2.484 -2.291 0.256  1.73
9 C 2.892 -0.968 0.118  0.08
10 C 4.161 -0.456 0.573  -1.31
11 C 4.090 0.891 0.528  -1.39
12 C 2.799 1.237 -0.015  0.71
13 N 2.107 0.086 -0.264  -0.31
14 C 2.301 2.521 -0.252  0.96
15 C 1.209 2.764 -1.090  0.22
16 C 0.949 4.017 -1.762  -1.21
17 C -0.094 3.817 -2.597  -1.34
18 C -0.531 2.455 -2.414  0.30
19 C -1.685 1.897 -2.946  1.26
20 C -2.442 2.694 -3.959  -0.70
21 C -2.200 2.488 -5.313  0.17
22 C -2.922 3.186 -6.271  -0.80
23 C -3.895 4.096 -5.882  -0.33
24 C -4.135 4.313 -4.533  -0.89
25 C -3.411 3.616 -3.576  0.23
26 C -2.225 0.670 -2.560  0.19
27 N -1.617 -0.254 -1.758  -0.31
28 C -2.521 -1.258 -1.523  0.46
29 C -2.249 -2.416 -0.799  1.47
30 C -3.376 -3.340 -0.480  -0.60
31 C -3.719 -3.549 0.854  -0.31
32 C -4.769 -4.391 1.190  -0.80
33 C -5.487 -5.038 0.194  -0.41
34 C -5.147 -4.842 -1.137  -0.77
35 C -4.097 -3.998 -1.472  -0.24
36 C -0.982 -2.780 -0.339  0.46
37 C -0.635 -4.071 0.200  -1.29
38 C 0.697 -4.064 0.432  -1.31
39 C 1.183 -2.756 0.073  -0.04
40 N 0.149 -2.022 -0.431  -0.36
41 C -3.755 -0.936 -2.190  -1.14
42 C -3.561 0.225 -2.858  -1.33
43 N 0.305 1.840 -1.520  -0.36
44 C 2.911 3.712 0.400  -0.03
45 C 2.061 4.574 1.095  -0.16
46 C 2.558 5.680 1.768  -0.91
47 C 3.919 5.946 1.764  -0.39
48 C 4.773 5.105 1.065  -0.82
49 C 4.274 4.002 0.391  -0.22
50 H 6.143 -5.805 2.006  0.38
51 H 6.248 -4.949 -0.313  0.39
52 H 4.562 -3.327 -1.109  0.47
53 H 2.673 -3.397 2.719  0.51
54 H 4.352 -5.021 3.524  0.41
55 H 4.987 -1.056 0.916  0.48
56 H 4.867 1.575 0.821  0.46
57 H 1.524 4.918 -1.632  0.55
58 H -0.547 4.527 -3.270  0.48
59 H -1.441 1.775 -5.613  0.49
60 H -2.728 3.014 -7.322  0.40
61 H -4.466 4.633 -6.628  0.38
62 H -4.890 5.024 -4.223  0.40
63 H -3.595 3.781 -2.521  0.47
64 H -3.161 -3.032 1.625  0.78
65 H -5.027 -4.539 2.230  0.40
66 H -6.307 -5.695 0.454  0.39
67 H -5.695 -5.352 -1.918  0.37
68 H -3.818 -3.866 -2.510  0.55
69 H -1.325 -4.882 0.359  0.51
70 H 1.301 -4.869 0.817  0.54
71 H -4.657 -1.523 -2.155  0.55
72 H -4.267 0.758 -3.472  0.48
73 H 1.002 4.351 1.132  0.54
74 H 1.877 6.330 2.303  0.39
75 H 4.311 6.802 2.297  0.39
76 H 5.835 5.315 1.035  0.39
77 H 4.951 3.396 -0.199  0.55
78 C -2.201 1.204 4.548  -1.00
79 Si -0.698 0.320 3.881  -0.19
80 C 0.892 1.047 4.541  -0.90
81 C -0.781 -1.505 4.297  -0.59
82 C -0.631 0.430 2.064  -0.57
83 C -0.357 0.289 0.888  0.19
84 H -2.285 1.091 5.631  0.32
85 H -3.104 0.793 4.092  0.30
86 H -2.164 2.270 4.317  0.29
87 H 0.879 1.156 5.628  0.32
88 H 1.085 2.026 4.099  0.27
89 H 1.725 0.393 4.274  0.26
90 H -0.694 -1.691 5.370  0.36
91 H 0.030 -2.030 3.786  -0.01
92 H -1.723 -1.938 3.952  0.22

***

No. 3
Molecular formula: C3H6OS2
Method: DFT, ωB97M-V/def2-TZVPD

E_HOMO in eV: -8.7386
Largest force on an atom in eV Å⁻¹: 5.93
Frontier orbital gap in eV: 8.478
Energy relative to the best compared isomer or geometry (same formula, charge and spin) in kcal per mole: 108.5
Electronic energy in Eh: -989.3556
Charge: 0

Last column: Mulliken charge in e.
Atoms and positions in Å:
1 C -1.466 -0.913 -0.085  -0.87
2 C 1.326 -0.285 0.137  -0.01
3 C 0.519 0.901 0.527  -0.04
4 H -1.959 -1.904 -0.488  0.26
5 H -1.799 -0.642 0.991  0.37
6 H -1.946 0.173 -0.452  0.34
7 H 1.108 1.623 1.457  0.24
8 H -0.554 0.579 0.894  0.08
9 H 1.373 1.299 -1.528  0.37
10 O 0.470 1.416 -0.910  -0.50
11 S 0.116 -1.391 -0.381  0.01
12 S 2.813 -0.856 -0.163  -0.25

***

No. 4
Molecular formula: C16H41N3O5
Method: DFT, ωB97M-V/def2-TZVPD

⟨S²⟩: 0.75
E_HOMO (spin up / spin down) in eV: -10.4209 / -10.4132
2S+1: 2
Largest force on an atom in eV Å⁻¹: 3.41
Frontier orbital gap (spin up / spin down) in eV: 7.663 / 2.891
Electronic energy in Eh: -1174.1682
Charge: +1

Last column: Mulliken spin population.
Atoms and positions in Å:
1 C -2.879 3.659 1.895  0.00
2 C -2.385 4.682 0.772  0.00
3 C -1.249 3.973 0.007  0.00
4 O -1.592 2.748 -0.535  -0.01
5 C -1.500 2.579 -1.982  0.00
6 N -3.476 4.929 -0.244  0.00
7 H -2.062 3.457 2.587  0.00
8 H -3.338 2.729 1.558  0.00
9 H -3.672 4.115 2.487  0.00
10 H -1.878 5.566 1.158  0.00
11 H -0.501 3.631 0.722  0.00
12 H -0.751 4.731 -0.597  0.00
13 H -0.491 2.379 -2.343  0.00
14 H -1.933 3.461 -2.455  0.00
15 H -2.159 1.734 -2.182  0.00
16 H -3.277 4.252 -0.967  0.00
17 H -4.391 4.597 0.026  0.00
18 C -3.615 -0.584 -4.417  0.01
19 O -2.557 -0.453 -3.486  0.02
20 C -2.599 -1.384 -2.418  0.09
21 C -1.467 -1.161 -1.337  0.01
22 N -0.202 -1.744 -1.802  0.79
23 C 0.354 -1.315 -3.073  0.01
24 C 1.569 -2.224 -3.522  0.00
25 O 1.110 -3.282 -4.339  0.00
26 C -0.077 -4.048 -3.858  0.00
27 H -3.566 -1.601 -4.806  0.00
28 H -3.493 0.011 -5.321  0.00
29 H -4.565 -0.257 -3.995  0.00
30 H -2.469 -2.402 -2.784  0.00
31 H -3.551 -1.210 -1.915  0.01
32 H -1.820 -1.709 -0.463  0.00
33 H -1.449 -0.125 -0.997  0.00
34 H -0.114 -2.711 -1.526  -0.03
35 H 0.595 -0.257 -2.965  0.04
36 H -0.404 -1.288 -3.856  0.06
37 H 2.113 -2.628 -2.668  0.00
38 H 2.228 -1.598 -4.123  0.00
39 H 0.088 -4.153 -2.785  0.00
40 H -0.074 -5.074 -4.226  0.00
41 H -1.010 -3.495 -3.968  0.00
42 C -0.022 1.043 1.280  0.00
43 O 1.320 0.995 1.693  0.00
44 C 2.077 0.101 0.839  0.00
45 C 3.465 -0.176 1.383  0.00
46 N 3.414 -1.068 2.566  0.00
47 C 4.527 -1.352 3.536  0.00
48 C 3.933 -2.075 4.718  0.00
49 O 3.048 -1.304 5.546  0.00
50 C 2.432 -2.082 6.624  0.00
51 H -0.569 0.109 1.407  0.00
52 H -0.135 1.301 0.227  0.00
53 H -0.516 1.818 1.865  0.00
54 H 2.060 0.579 -0.141  0.00
55 H 1.566 -0.851 0.698  0.00
56 H 3.890 0.774 1.705  0.00
57 H 4.141 -0.542 0.610  0.00
58 H 2.640 -0.864 3.181  0.00
59 H 5.004 -0.381 3.667  0.00
60 H 5.202 -2.012 2.991  0.00
61 H 4.662 -2.374 5.471  0.00
62 H 3.632 -3.051 4.337  0.00
63 H 3.160 -2.825 6.949  0.00
64 H 1.696 -2.776 6.217  0.00
65 H 1.885 -1.516 7.378  0.00